Formula: C3H7NO3
Source: OMol25
Level of theory: wB97M-V/def2-TZVPD

```
14
Properties=species:S:1:pos:R:3:lowdin_charge:R:1
N 0.059 -0.757 1.420 0.042
C 0.291 -0.298 0.093 -0.352
C -0.862 -0.323 -1.040 -0.194
O -1.075 -1.735 -1.335 -0.103
C 0.806 1.154 0.331 -0.266
O 1.249 1.763 -0.717 0.018
O 0.813 1.593 1.780 -0.011
H -0.147 -1.793 1.202 0.128
H -0.756 -0.210 1.719 0.094
H 1.007 -0.773 -0.468 0.107
H -1.701 0.274 -0.710 0.100
H -0.467 0.315 -2.066 0.178
H -0.208 -1.802 -1.870 0.124
H 0.992 2.590 1.663 0.136
```

Computed properties:
Calculated total energy = -10854.641 eV
ΔE to the lowest compared entry with this formula, charge and spin = 3.726 eV
F_max = 6.5 eV Å⁻¹
Frontier orbital gap = 10.2 eV
HOMO energy = -9.66 eV
SMILES = N[C@@H](CO)C(=O)O